w | {"formula": "C4H5NS3", "method": "wB97M-V/def2-TZVPD", "species": ["N", "C", "C", "C", "S", "S", "C", "S", "H", "H", "H", "H", "H"], "positions_angstrom": [[0.393, 2.891, -0.126], [-0.017, 1.856, 0.286], [-0.450, 0.491, 0.586], [-1.197, -0.172, -0.540], [-2.203, -1.607, 0.017], [1.007, -0.484, 1.180], [2.092, -0.462, -0.170], [3.558, -1.099, -0.160], [-1.088, 0.563, 1.476], [-1.936, 0.535, -0.888], [-0.596, -0.489, -1.403], [-1.221, -2.133, 0.770], [1.659, 0.109, -1.030]], "lumo_ev": -0.65, "homo_ev": -9.24}

=====

x | {"formula": "C4H5NS3", "method": "wB97M-V/def2-TZVPD", "species": ["C", "C", "C", "C", "H", "H", "H", "H", "H", "N", "S", "S", "S"], "positions_angstrom": [[-1.916, -0.358, -0.022], [-0.422, -0.293, -0.027], [1.848, 0.636, 0.114], [0.390, 0.987, -0.080], [-1.528, -2.585, 0.083], [2.481, 1.047, -0.650], [2.182, 0.985, 1.155], [0.263, 1.346, -1.130], [0.027, 1.746, 0.588], [0.255, -1.362, 0.027], [-2.656, -1.946, 0.004], [-2.865, 0.976, -0.008], [1.940, -1.179, -0.054]], "lumo_ev": -1.03, "homo_ev": -8.88}

=====

Short version: w is the least stable of them.

=====

w | {"formula": "C2H7S2", "method": "wB97M-V/def2-TZVPD", "species": ["S", "H", "C", "S", "C", "H", "H", "H", "H", "H", "H"], "positions_angstrom": [[-1.960, 0.390, 0.994], [-2.994, -0.023, 0.276], [1.346, 0.983, 0.634], [1.515, -0.299, -0.650], [-0.124, -1.059, -0.943], [2.081, 1.783, 0.690], [1.006, 0.617, 1.602], [0.420, 1.522, 0.362], [0.050, -1.894, -1.634], [-0.365, -1.475, 0.025], [-0.976, -0.545, -1.355]], "lumo_ev": 3.52, "homo_ev": -2.58, "charge": -1}

=====

x | {"formula": "C2H7S2", "method": "wB97M-V/def2-TZVPD", "species": ["S", "H", "C", "C", "S", "H", "H", "H", "H", "H", "H"], "positions_angstrom": [[-0.485, -2.858, -2.049], [0.811, -2.557, -2.430], [0.801, 1.127, 0.777], [-0.447, 0.270, 0.822], [-1.567, 0.533, -0.592], [0.579, 2.169, 0.536], [1.483, 0.890, -0.044], [1.307, 1.225, 1.745], [-0.253, -0.796, 0.840], [-1.098, 0.598, 1.634], [-1.131, -0.600, -1.240]], "lumo_ev": 3.56, "homo_ev": -2.88, "charge": -1}

=====

y | {"formula": "C2H7S2", "method": "wB97M-V/def2-TZVPD", "species": ["S", "H", "C", "C", "S", "H", "H", "H", "H", "H", "H"], "positions_angstrom": [[-0.705, -2.172, 0.121], [-1.857, -2.133, -0.569], [-0.516, 1.191, 1.476], [0.316, 1.905, 0.436], [0.930, 0.823, -0.952], [0.112, 0.946, 2.330], [-0.955, 0.251, 1.139], [-1.322, 1.819, 1.847], [-0.204, 2.685, -0.113], [1.237, 2.324, 0.821], [0.248, -0.398, -0.743]], "lumo_ev": 3.73, "homo_ev": -3.01, "charge": -1}

=====

Short version: w is the least stable of them.

=====

w | {"formula": "C2H7S2", "method": "wB97M-V/def2-TZVPD", "species": ["S", "H", "C", "S", "C", "H", "H", "H", "H", "H", "H"], "positions_angstrom": [[-2.848, 0.259, 0.726], [-2.823, 0.544, 2.039], [0.873, 0.960, -1.191], [1.191, -0.798, -1.045], [0.455, -1.175, 0.582], [1.752, 1.605, -1.181], [0.320, 1.138, -2.111], [0.180, 1.254, -0.408], [-0.368, -0.478, 0.729], [1.200, -1.126, 1.369], [0.069, -2.182, 0.492]], "lumo_ev": 3.36, "homo_ev": -2.69, "charge": -1}

=====

x | {"formula": "C2H7S2", "method": "wB97M-V/def2-TZVPD", "species": ["C", "S", "H", "H", "H", "H", "C", "S", "H", "H", "H"], "positions_angstrom": [[-1.562, 1.219, -0.035], [-1.393, 0.597, -1.747], [-1.989, 0.281, 0.445], [-2.060, 2.192, -0.112], [-0.493, 1.209, 0.453], [0.125, 0.002, -1.475], [1.475, -1.042, 0.585], [1.150, -1.184, -1.269], [0.973, -1.946, 1.298], [1.202, -0.116, 1.095], [2.570, -1.213, 0.762]], "lumo_ev": 3.93, "homo_ev": -2.68, "charge": -1}

=====

Short version: x is the least stable of them.

=====

w | {"formula": "C2H4BrFO", "method": "wB97M-V/def2-TZVPD", "species": ["C", "C", "O", "F", "Br", "H", "H", "H", "H"], "positions_angstrom": [[-0.036, 0.438, 0.317], [0.815, -0.662, 0.043], [0.582, -1.069, -1.205], [0.974, -1.713, 0.884], [2.692, 0.268, 0.020], [0.153, 0.879, 1.310], [0.317, 1.319, -0.352], [-1.074, 0.198, 0.180], [0.707, -1.942, -1.550]], "lumo_ev": 0.64, "homo_ev": -10.03}

=====

x | {"formula": "C2H4BrFO", "method": "wB97M-V/def2-TZVPD", "species": ["C", "C", "O", "F", "Br", "H", "H", "H", "H"], "positions_angstrom": [[0.334, -0.310, -0.947], [0.707, 0.166, 0.369], [-1.610, 0.813, 1.634], [-2.358, 0.165, 0.752], [1.894, -0.706, 1.456], [0.697, -1.259, -1.115], [-0.714, -0.495, -1.084], [0.558, 0.419, -1.781], [0.492, 1.207, 0.716]], "lumo_ev": [-0.26, -1.80], "homo_ev": [-10.88, -8.06]}

=====

y | {"formula": "C2H4BrFO", "method": "wB97M-V/def2-TZVPD", "species": ["C", "C", "O", "F", "Br", "H", "H", "H", "H"], "positions_angstrom": [[-0.631, -0.795, 0.303], [0.532, -0.236, -0.351], [0.521, 1.693, 0.467], [-0.349, 2.423, -0.346], [2.327, -0.651, -0.044], [-0.300, -1.330, 1.207], [-1.285, 0.033, 0.483], [-1.077, -1.494, -0.444], [0.263, 0.358, -1.275]], "lumo_ev": [-0.46, -0.46], "homo_ev": [-9.76, -9.75]}

=====

Short version: x is the least stable of them.

=====

w | {"formula": "C15H15F5N2OPS4Ti", "method": "wB97M-V/def2-TZVPD", "species": ["Ti", "S", "C", "C", "N", "C", "S", "C", "N", "C", "S", "C", "H", "H", "H", "H", "H", "H", "C", "P", "C", "C", "O", "H", "H", "H", "H", "H", "H", "H", "H", "H", "F", "C", "C", "F", "C", "F", "C", "S", "C", "F", "C", "F"], "positions_angstrom": [[-0.574, 0.257, 0.225], [0.284, 0.610, 2.336], [1.471, 1.680, 1.632], [1.972, 2.680, 2.498], [2.364, 3.438, 3.260], [1.950, 1.545, 0.356], [1.508, 0.207, -0.703], [2.850, 2.471, -0.217], [3.557, 3.194, -0.756], [-1.531, -2.344, 2.229], [-0.466, -2.324, 0.756], [1.161, -2.643, 1.495], [-1.172, -1.620, 2.962], [-1.527, -3.346, 2.652], [-2.538, -2.093, 1.898], [1.165, -3.648, 1.909], [1.377, -1.902, 2.265], [1.887, -2.573, 0.687], [-2.082, -2.789, -2.318], [-1.984, -0.977, -2.405], [-3.570, -0.315, -2.988], [-0.630, -0.396, -3.467], [-1.750, -0.439, -0.993], [-2.332, -3.204, -3.289], [-2.863, -3.052, -1.602], [-1.129, -3.199, -1.978], [-3.811, -0.703, -3.972], [-3.539, 0.774, -3.030], [-4.350, -0.625, -2.295], [-0.812, -0.647, -4.507], [0.312, -0.850, -3.150], [-0.555, 0.690, -3.359], [-6.906, 1.880, -0.624], [-5.601, 2.078, -0.476], [-4.842, 1.212, 0.312], [-5.403, 0.165, 0.917], [-3.474, 1.410, 0.418], [-2.721, 0.538, 1.190], [-2.794, 2.411, -0.278], [-1.065, 2.526, -0.250], [-3.577, 3.281, -1.051], [-2.977, 4.221, -1.771], [-4.957, 3.127, -1.144], [-5.652, 3.946, -1.922]], "lumo_ev": -4.71, "homo_ev": -11.75, "charge": 1}

=====

x | {"formula": "C15H15F5N2OPS4Ti", "method": "wB97M-V/def2-TZVPD", "species": ["Ti", "S", "C", "C", "N", "C", "S", "C", "N", "C", "S", "C", "H", "H", "H", "H", "H", "H", "C", "P", "C", "C", "O", "H", "H", "H", "H", "H", "H", "H", "H", "H", "F", "C", "C", "F", "C", "F", "C", "S", "C", "F", "C", "F"], "positions_angstrom": [[-0.586, 0.222, 0.130], [-2.273, -0.252, 1.630], [-3.054, -0.475, 0.105], [-3.827, -1.677, -0.073], [-4.403, -2.662, -0.210], [-2.853, 0.351, -0.973], [-1.865, 1.787, -0.938], [-3.336, -0.087, -2.257], [-3.636, -0.485, -3.292], [0.097, -1.588, 3.366], [0.964, -0.937, 1.923], [2.081, 0.211, 2.752], [-0.411, -0.787, 3.901], [0.828, -2.067, 4.013], [-0.624, -2.324, 3.022], [2.742, -0.367, 3.394], [1.509, 0.925, 3.341], [2.665, 0.710, 1.985], [-1.526, -3.480, -1.985], [-0.184, -2.324, -2.148], [-0.221, -1.610, -3.778], [1.370, -3.155, -1.894], [-0.326, -1.192, -1.101], [-1.383, -4.293, -2.699], [-2.470, -2.980, -2.202], [-1.551, -3.887, -0.974], [-0.070, -2.388, -4.526], [0.576, -0.868, -3.853], [-1.188, -1.133, -3.938], [1.493, -3.953, -2.626], [1.390, -3.576, -0.888], [2.178, -2.431, -1.998], [1.482, 6.290, 2.429], [1.485, 5.140, 1.776], [0.578, 4.149, 2.108], [-0.300, 4.335, 3.086], [0.616, 2.957, 1.415], [-0.276, 1.974, 1.747], [1.495, 2.703, 0.382], [1.473, 1.193, -0.508], [2.397, 3.716, 0.071], [3.276, 3.534, -0.910], [2.399, 4.918, 0.755], [3.269, 5.864, 0.442]], "lumo_ev": -4.39, "homo_ev": -11.37, "charge": 1}

=====

Short version: w is the least stable of them.

=====

w | {"formula": "C2H4N2S3", "method": "wB97M-V/def2-TZVPD", "species": ["S", "C", "S", "N", "C", "N", "S", "H", "H", "H", "H"], "positions_angstrom": [[1.968, 1.589, -1.540], [1.066, 1.368, -0.252], [1.351, 0.226, 1.044], [-0.174, 0.128, 1.737], [-1.186, -0.648, 1.184], [-1.036, -1.075, -0.031], [-2.488, -1.632, -0.779], [0.171, 2.016, -0.035], [-0.280, 0.377, 2.728], [-2.128, -0.537, 1.796], [-1.874, -2.470, -1.639]], "lumo_ev": -0.21, "homo_ev": -8.48}

=====

x | {"formula": "C2H4N2S3", "method": "wB97M-V/def2-TZVPD", "species": ["C", "C", "N", "N", "S", "S", "S", "H", "H", "H", "H"], "positions_angstrom": [[-2.158, -0.867, 1.081], [1.571, 0.296, -0.864], [-1.264, -0.006, 0.721], [-0.678, 0.837, 0.195], [1.016, -0.808, -1.903], [1.702, 2.016, -1.238], [1.956, 0.145, 0.792], [-3.267, -0.787, 1.210], [-1.928, -1.839, 1.533], [1.224, 2.140, -2.436], [1.824, -1.128, 0.909]], "lumo_ev": -0.47, "homo_ev": -8.50}

=====

Short version: x is the least stable of them.

=====

w | {"formula": "C2H4N2S3", "method": "wB97M-V/def2-TZVPD", "species": ["C", "C", "N", "N", "S", "S", "S", "H", "H", "H", "H"], "positions_angstrom": [[-1.961, -0.436, 0.102], [1.667, -0.027, 0.368], [-0.782, 0.136, 0.615], [0.309, 0.017, -0.016], [1.148, -1.281, -0.862], [-2.793, 1.038, -0.545], [2.748, 1.315, -0.086], [-1.785, -1.189, -0.677], [-2.544, -0.849, 0.926], [1.914, -0.391, 1.363], [2.080, 1.667, -1.188]], "lumo_ev": [-1.71, -0.88], "homo_ev": [-7.94, -8.73]}

=====

x | {"formula": "C2H4N2S3", "method": "wB97M-V/def2-TZVPD", "species": ["S", "C", "C", "S", "N", "N", "H", "H", "S", "H", "H"], "positions_angstrom": [[-1.438, -2.045, 0.062], [-1.270, -0.356, -0.131], [-1.986, 0.559, 0.625], [-1.545, 2.130, 0.130], [-0.486, 1.484, -1.039], [-0.512, 0.261, -1.082], [-0.260, -2.413, -0.663], [-2.925, 0.530, 1.174], [3.082, 0.404, 0.383], [3.554, -0.424, 1.339], [3.785, -0.129, -0.797]], "lumo_ev": 0.33, "homo_ev": -8.77}

=====

Short version: w is the least stable of them.

=====

w | {"formula": "CH3O4S", "method": "wB97M-V/def2-TZVPD", "species": ["C", "O", "O", "O", "O", "S", "H", "H", "H"], "positions_angstrom": [[1.006, 0.643, 1.513], [-1.415, 0.292, -2.757], [-2.379, -1.848, -2.044], [-0.205, 0.057, 1.454], [-0.343, -0.912, -0.815], [-1.202, -0.954, -1.987], [1.708, 0.293, 2.366], [1.083, 1.716, 1.593], [1.747, 0.713, 0.677]], "lumo_ev": [3.81, 2.25], "homo_ev": [-5.62, -2.67], "charge": -1}

=====

x | {"formula": "CH3O4S", "method": "wB97M-V/def2-TZVPD", "species": ["C", "O", "O", "O", "O", "S", "H", "H", "H"], "positions_angstrom": [[-0.414, -1.911, 0.803], [0.660, 0.384, -1.595], [-0.626, 2.316, -0.298], [0.221, -2.134, -0.142], [-1.162, -1.799, 1.674], [-0.869, 0.931, -1.161], [0.967, 0.227, 1.288], [-0.016, 2.128, 0.412], [1.238, -0.143, -0.981]], "lumo_ev": 3.60, "homo_ev": -2.28, "charge": -1}

=====

Short version: w is the least stable of them.